Record 1
{"formula": "C25H24BrN6O4PPd", "method": "ωB97M-V with the def2-TZVPD basis set", "spin_multiplicity": 3, "orbital_gap_ev": [6.38, 5.35], "lumo_ev": [-6.48, -7.50], "fmax_ev_per_a": 4.02, "e_above_lowest_ev": 0.128, "charge": 2, "elements": ["Pd", "O", "N", "O", "C", "C", "C", "C", "C", "C", "N", "C", "C", "N", "C", "C", "C", "C", "H", "H", "H", "H", "H", "H", "H", "C", "N", "C", "N", "C", "N", "C", "P", "C", "C", "H", "H", "H", "H", "H", "H", "H", "H", "H", "H", "H", "H", "H", "Br", "C", "C", "C", "C", "C", "C", "C", "O", "O", "H", "H", "H", "H"], "xyz": [[-0.444889, 0.241362, 0.446305], [-2.778458, 6.719468, -2.424932], [-3.058317, 5.932844, -1.515184], [-4.085100, 6.092541, -0.828387], [-2.226668, 4.793071, -1.336134], [-1.338616, 4.520395, -2.374992], [-0.399588, 3.468770, -2.366800], [0.443085, 3.016348, -3.417202], [1.291520, 1.918908, -3.177473], [1.064142, 1.155235, -2.019917], [0.178560, 1.516314, -1.047032], [-0.446823, 2.654389, -1.127582], [-1.375296, 2.944720, -0.085337], [-1.473697, 1.916512, 0.793331], [-2.352208, 1.984471, 1.810702], [-3.261607, 3.032201, 1.828566], [-3.310250, 4.046643, 0.888829], [-2.306288, 3.962331, -0.141900], [-1.511952, 5.092707, -3.312794], [0.425211, 3.504966, -4.399792], [2.018943, 1.588534, -3.921823], [1.667382, 0.271163, -1.818874], [-2.244612, 1.199410, 2.565509], [-3.811469, 3.134574, 2.802339], [-4.103766, 4.772044, 0.885345], [3.645977, -0.627435, 3.570014], [2.648724, -1.790831, 3.479436], [3.275918, -2.941943, 2.658020], [3.637031, -2.431145, 1.351842], [4.652086, -1.296638, 1.491556], [4.080534, -0.207109, 2.242266], [3.125402, 0.612218, 1.531385], [1.659366, -0.571460, 1.234598], [1.378620, -1.293140, 2.955002], [2.556751, -2.001605, 0.440501], [4.514486, -1.007079, 4.118329], [3.217503, 0.234718, 4.121639], [2.485870, -2.196023, 4.410248], [2.526670, -3.726322, 2.466574], [4.191810, -3.312011, 3.159666], [4.882230, -0.990383, 0.500939], [5.555067, -1.686058, 2.010894], [3.484395, 1.015580, 0.524300], [2.733525, 1.419477, 2.173731], [0.677464, -2.105829, 2.758714], [0.925820, -0.593748, 3.654456], [2.953810, -1.678758, -0.572279], [1.819079, -2.816185, 0.319142], [-4.723354, -6.282078, -3.470450], [-3.636297, -4.954395, -2.748049], [-2.265841, -4.836246, -3.013935], [-1.539706, -3.766986, -2.470282], [-2.099711, -2.846830, -1.580331], [-3.515483, -2.923520, -1.422266], [-4.250954, -3.933791, -1.981361], [-1.396860, -1.907859, -0.731570], [-0.214867, -1.477156, -1.044165], [-1.981071, -1.376698, 0.296847], [-1.737589, -5.568630, -3.598159], [-0.482819, -3.631100, -2.865729], [-4.021957, -2.200289, -0.750100], [-5.320870, -3.782635, -1.926195]], "atomic_forces_ev_per_a": [[1.333, -3.010, -0.657], [0.162, -1.093, 1.112], [-2.680, 2.767, -1.147], [1.755, -0.825, -0.430], [2.132, -1.361, -0.451], [-1.814, 1.309, -0.468], [0.197, -2.146, 2.060], [0.014, 0.047, 0.598], [-1.158, 0.058, 0.281], [0.023, 1.032, 0.374], [3.074, -0.869, -1.845], [-0.342, 2.326, -3.114], [-0.666, -1.433, 0.035], [-1.409, 1.567, 2.611], [1.101, 0.336, -1.583], [-0.697, 0.925, 2.635], [1.207, -1.582, -0.547], [-1.181, 1.406, -0.250], [0.468, -0.220, 0.916], [0.133, -0.036, 0.548], [-0.313, 0.098, 0.277], [-0.435, 0.015, -0.145], [-0.533, 0.363, -0.285], [-0.068, -0.173, -1.406], [0.205, 0.270, 0.038], [1.069, 0.576, -0.653], [0.530, -0.666, 1.366], [-0.051, 0.507, -2.287], [1.546, 0.973, 0.039], [-0.814, -1.810, 0.937], [0.502, 0.252, 1.334], [-1.495, -0.630, -0.793], [-0.532, 1.147, -0.211], [-0.285, 0.123, -1.684], [-0.350, -0.059, 0.387], [-0.184, 0.015, -0.044], [-0.049, -0.744, -0.301], [0.128, 0.351, 0.018], [0.145, 0.218, 0.773], [-0.725, 0.276, 0.004], [0.456, 0.381, -0.735], [-0.577, 0.226, -0.385], [-0.232, -0.529, 1.540], [0.444, -0.088, -0.393], [0.009, -0.166, 0.317], [0.083, 0.111, -0.069], [-0.390, -0.585, 1.246], [0.356, 0.339, -0.251], [0.115, -0.257, -0.103], [0.261, 1.444, 0.497], [-0.450, 0.372, 0.611], [1.594, 0.173, -0.790], [-1.979, -1.204, -0.285], [0.928, 0.395, 1.186], [-0.080, 0.093, -0.891], [0.479, 2.137, 0.721], [-0.561, -0.505, 0.671], [0.606, -0.986, -1.057], [-0.081, -0.087, -0.296], [-1.274, -0.304, 1.018], [0.453, -0.501, -0.672], [-0.102, -0.763, 0.078]]}



Record 2
{"formula": "C25H24BrNRuS", "method": "ωB97M-V with the def2-TZVPD basis set", "orbital_gap_ev": 6.48, "lumo_ev": -8.01, "fmax_ev_per_a": 0.23, "e_above_lowest_ev": 0.000, "charge": 2, "elements": ["Ru", "C", "C", "C", "C", "C", "C", "C", "C", "C", "C", "H", "H", "H", "H", "H", "H", "H", "H", "H", "H", "H", "H", "H", "H", "S", "C", "C", "C", "C", "C", "C", "C", "C", "C", "N", "H", "H", "H", "H", "H", "H", "Br", "C", "C", "C", "C", "C", "C", "H", "H", "H", "H"], "xyz": [[-0.354514, -0.156879, 0.008626], [2.174167, -3.636641, 2.108657], [1.909213, -2.125303, 1.982576], [1.889339, -1.468669, 3.356194], [0.631402, -1.964853, 1.198287], [0.656609, -2.152917, -0.211585], [-0.535122, -2.187165, -0.974697], [-1.793779, -1.960024, -0.389168], [-3.056960, -2.011287, -1.195598], [-1.792498, -1.615882, 0.987802], [-0.622213, -1.670747, 1.772826], [3.125965, -3.797325, 2.612063], [2.212316, -4.134317, 1.139390], [1.392814, -4.110422, 2.705467], [2.707351, -1.678791, 1.381414], [1.170106, -1.954120, 4.019238], [1.670095, -0.400655, 3.312887], [2.867653, -1.581491, 3.820411], [1.606974, -2.319854, -0.702635], [-0.471544, -2.345851, -2.044196], [-3.176918, -1.105717, -1.791223], [-3.924868, -2.106252, -0.546377], [-3.035646, -2.864576, -1.872283], [-2.731071, -1.364309, 1.463272], [-0.692126, -1.469421, 2.833746], [-3.224764, 2.811170, -1.671536], [-3.861803, 2.304066, -0.168596], [-3.104313, 1.343932, 0.435530], [-1.961268, 1.015399, -0.342247], [-1.911113, 1.734329, -1.511336], [-0.805716, 1.497732, -2.407461], [-0.621601, 2.047873, -3.669577], [0.478136, 1.670870, -4.414173], [1.375374, 0.749333, -3.881947], [1.144153, 0.254413, -2.619506], [0.079482, 0.617222, -1.886811], [-4.772255, 2.751110, 0.199683], [-3.357327, 0.929630, 1.400735], [-1.343116, 2.754669, -4.056034], [0.637506, 2.083299, -5.401246], [2.243676, 0.423342, -4.435811], [1.828361, -0.448986, -2.164666], [1.688466, 5.379149, 1.677771], [1.464869, 3.565863, 1.277238], [2.353295, 2.955983, 0.366735], [2.202086, 1.634374, 0.016330], [1.155871, 0.929217, 0.600004], [0.376974, 1.457642, 1.625861], [0.482737, 2.836961, 1.902268], [3.131721, 3.552057, -0.090885], [2.842260, 1.194108, -0.735108], [-0.223835, 0.858682, 2.300500], [-0.124601, 3.280028, 2.679191]], "atomic_forces_ev_per_a": [[0.144, 0.026, -0.088], [-0.023, 0.031, 0.004], [-0.051, -0.026, 0.032], [0.002, 0.001, 0.040], [0.038, -0.059, -0.218], [-0.099, 0.000, 0.076], [-0.050, 0.013, 0.068], [-0.016, -0.043, -0.075], [0.008, -0.020, 0.024], [-0.030, -0.088, 0.094], [0.086, 0.022, -0.030], [0.003, -0.003, -0.004], [0.025, 0.008, -0.009], [0.007, -0.013, 0.002], [0.008, -0.024, 0.005], [-0.002, 0.019, 0.003], [-0.007, -0.002, -0.022], [0.000, 0.006, 0.003], [-0.017, -0.021, 0.001], [-0.007, -0.019, 0.001], [0.009, -0.001, -0.009], [-0.003, 0.015, -0.003], [0.000, -0.004, 0.004], [-0.001, 0.003, -0.003], [0.004, 0.033, -0.005], [-0.006, -0.004, 0.028], [-0.022, 0.023, -0.045], [0.050, -0.043, 0.050], [-0.115, 0.063, -0.077], [0.027, -0.030, -0.016], [-0.046, 0.001, 0.048], [0.043, -0.003, -0.040], [-0.025, 0.006, 0.025], [0.007, 0.011, -0.015], [0.036, -0.018, 0.009], [0.020, 0.030, -0.017], [-0.003, -0.002, -0.002], [0.002, -0.001, -0.002], [-0.007, -0.001, 0.008], [-0.001, 0.001, -0.001], [0.001, -0.007, 0.006], [-0.011, 0.003, -0.001], [-0.004, -0.012, -0.004], [0.039, 0.021, -0.028], [0.018, 0.019, -0.002], [0.042, -0.008, -0.024], [-0.020, 0.016, 0.067], [-0.039, 0.124, 0.052], [-0.021, -0.071, 0.052], [0.001, 0.001, 0.000], [0.005, 0.022, -0.003], [0.003, -0.003, 0.037], [-0.002, 0.006, 0.001]]}



Q: Which formula does entry 2 have?
A: C25H24BrNRuS



Q: Number 2 is which compound?
A: C25H24BrNRuS